i:
{"formula": "C6H6N2O", "method": "ωB97M-V with the def2-TZVPD basis set", "symbols": ["C", "C", "C", "C", "C", "C", "H", "H", "H", "H", "H", "H", "N", "N", "O"], "xyz": [[-0.82271, 1.54720, 0.68897], [-0.31497, 0.17032, 0.17544], [0.52785, -0.76495, 0.64741], [1.20807, -1.76926, -0.10237], [1.13914, -1.85609, -1.50875], [0.07602, -0.90244, -2.03197], [-1.21106, 3.45697, 2.77706], [-1.37183, 1.87671, -0.23921], [0.71271, -0.94105, 1.75369], [1.54236, -2.76624, 0.31551], [1.79916, -2.50603, -1.98828], [-0.05254, -0.38938, -3.20264], [-0.88847, 1.95001, 1.82519], [-0.53938, -0.17005, -1.13073], [-1.80433, 3.06427, 2.02069]], "mulliken_charge": [-0.27, 0.45, -0.10, -0.23, -0.40, -0.21, 0.39, 0.37, 0.24, 0.29, 0.44, 0.23, -0.39, -0.43, -0.37], "lumo_energy_ha": 0.0015, "orbital_gap_ev": 9.07}

ii:
{"formula": "C6H6N2O", "method": "ωB97M-V with the def2-TZVPD basis set", "symbols": ["C", "C", "C", "C", "C", "C", "H", "H", "H", "H", "H", "H", "N", "N", "O"], "xyz": [[1.30584, -0.68729, 1.03649], [1.02346, 0.28530, -0.08223], [0.56457, -0.53160, -1.39042], [-0.75342, -0.40012, -1.53644], [-1.30301, 0.51773, -0.46436], [-0.36431, 0.81975, 0.43533], [2.43345, -1.02174, 0.87257], [0.49423, -1.44944, 0.93974], [0.88573, -0.17225, 2.12249], [1.76262, 1.01243, -0.26362], [1.27365, -1.21970, -1.81223], [-1.25593, -0.65734, -2.39531], [-2.56098, 0.81878, 0.00166], [-2.42189, 1.32471, 1.10414], [-1.08401, 1.36079, 1.43219]], "mulliken_charge": [-1.05, 0.12, -0.66, -0.58, 0.36, 0.27, 0.29, 0.36, 0.25, 0.50, 0.41, 0.49, -0.35, -0.24, -0.17], "lumo_energy_ha": 0.0284, "orbital_gap_ev": 9.99}

Most stable structure, least stable structure: ii, i.

i:
{"formula": "C6H16N2", "method": "ωB97M-V with the def2-TZVPD basis set", "symbols": ["C", "N", "C", "C", "N", "C", "C", "C", "H", "H", "H", "H", "H", "H", "H", "H", "H", "H", "H", "H", "H", "H", "H", "H"], "xyz": [[2.53070, 0.26737, -0.25714], [2.01444, -0.28811, 0.99949], [1.31474, 0.64261, 1.89426], [-0.06330, 0.94329, 1.28311], [-0.80588, 0.02445, 0.67226], [-3.24336, 0.22761, -1.56919], [-3.69830, -1.10375, -0.94471], [2.42289, -0.68446, -1.44077], [3.54216, 0.65460, -0.13423], [1.99380, 1.21056, -0.54885], [1.24535, -0.93491, 0.77769], [1.87191, 1.58201, 2.01197], [1.38084, 0.24600, 2.93740], [-0.62891, 1.72114, 1.88875], [0.02068, 0.78388, 0.09213], [-2.28132, 0.59156, -1.21243], [-3.94296, 0.98721, -1.19025], [-3.21337, 0.15491, -2.66212], [-2.96883, -1.46639, -0.21439], [-4.69893, -1.08830, -0.52801], [-3.81263, -1.82967, -1.78230], [1.38670, -0.93036, -1.64466], [2.91802, -0.12252, -2.25032], [3.02776, -1.59494, -1.33178]], "mulliken_charge": [-0.35, -0.52, -0.66, 0.01, -0.45, -0.45, -0.77, -1.13, 0.36, 0.29, 0.36, 0.31, 0.30, 0.38, 0.12, -0.05, 0.24, 0.29, 0.25, 0.27, 0.22, 0.31, 0.35, 0.30], "lumo_energy_ha": 0.0026, "orbital_gap_ev": 8.78}

ii:
{"formula": "C6H16N2", "method": "ωB97M-V with the def2-TZVPD basis set", "symbols": ["C", "C", "C", "N", "H", "H", "H", "H", "H", "H", "H", "H", "H", "C", "C", "C", "N", "H", "H", "H", "H", "H", "H", "H"], "xyz": [[-1.05323, 1.17820, 1.25106], [-0.66466, -0.66727, 1.22686], [-1.79160, -1.41692, 0.54757], [0.00114, 2.03731, 1.45327], [0.96781, 1.69654, 0.70207], [0.29987, 1.99867, 2.42514], [-1.80800, 1.15897, 2.03793], [-1.49886, 1.29027, 0.26535], [-0.70669, -0.79136, 2.31060], [0.31207, -1.06118, 0.95911], [-2.76382, -1.00851, 0.83400], [-1.72252, -1.34493, -0.54021], [-1.79995, -2.47801, 0.81335], [1.62703, -1.20495, -1.24933], [0.14318, 0.76956, -1.87548], [1.18517, 0.19851, -0.96681], [1.81127, 1.01116, -0.17318], [2.58326, 0.59655, 0.34143], [2.04866, -1.25976, -2.25478], [0.77483, -1.88268, -1.21430], [2.37656, -1.55307, -0.54051], [-0.16181, 1.75737, -1.53992], [-0.72633, 0.11719, -1.93326], [0.56662, 0.85834, -2.87997]], "mulliken_charge": [-0.85, -0.42, -1.03, -0.73, 0.42, 0.25, 0.47, 0.33, 0.42, 0.25, 0.35, 0.17, 0.33, -1.24, -1.41, 0.86, -0.52, 0.24, 0.37, 0.32, 0.36, 0.38, 0.25, 0.41], "lumo_energy_ha": 0.0280, "orbital_gap_ev": 8.10}

Most stable structure, least stable structure: ii, i.

i:
{"formula": "C4H8N4", "method": "ωB97M-V with the def2-TZVPD basis set", "symbols": ["C", "C", "C", "C", "H", "H", "H", "H", "H", "H", "H", "H", "N", "N", "N", "N"], "xyz": [[0.25051, -0.67538, -0.05960], [1.53355, -0.42970, -0.88045], [0.50366, 0.70818, -0.68848], [-1.20721, -0.27937, -0.08616], [1.23891, -1.30554, 1.66883], [-0.16366, -0.73631, 1.93243], [1.56211, -0.59202, -1.98999], [2.45819, -0.56617, -0.29530], [-0.02710, 0.77635, -1.68147], [0.78313, 1.55359, 0.84944], [-1.95396, 1.61410, 0.25183], [-2.34780, -1.70305, -0.50027], [0.70796, -0.51233, 1.37668], [0.13208, 1.72011, 0.08869], [-1.12234, 1.10049, 0.42047], [-2.34803, -0.67294, -0.40667]], "mulliken_charge": [0.57, -0.75, -0.25, 0.17, 0.25, 0.23, 0.25, 0.30, 0.31, 0.44, 0.28, 0.27, -0.67, -0.45, -0.19, -0.77], "lumo_energy_ha": 0.0340, "orbital_gap_ev": 9.16}

ii:
{"formula": "C4H8N4", "method": "ωB97M-V with the def2-TZVPD basis set", "symbols": ["N", "C", "N", "C", "C", "C", "N", "N", "H", "H", "H", "H", "H", "H", "H", "H"], "xyz": [[-0.11238, -0.23318, 0.71816], [-0.23500, 0.57622, -0.28500], [-0.56213, 0.11289, 1.93788], [-2.45382, -1.06849, -0.86434], [2.67441, -0.32991, 0.25326], [0.14264, 1.27492, -1.32923], [-2.16662, 0.12763, -0.63023], [1.85791, 0.40008, 0.86080], [-0.42115, 1.09310, 2.16958], [-0.20926, -0.51603, 2.64596], [-3.48162, -1.34317, -1.15963], [-1.74824, -1.91094, -0.76841], [3.75395, -0.28819, 0.48630], [2.39469, -1.05971, -0.52805], [1.16428, 1.61041, -1.43659], [-0.59766, 1.55440, -2.07046]], "mulliken_charge": [-0.03, 0.62, -0.43, -0.23, -0.25, -0.94, -0.52, -0.44, 0.26, 0.27, 0.28, 0.23, 0.28, 0.24, 0.34, 0.33], "lumo_energy_ha": [0.0133, 0.0017], "orbital_gap_ev": [8.18, 7.94]}

Most stable structure, least stable structure: i, ii.